Below is C25H36N7OPtSTe as an isolated structure, with properties calculated with the ωB97M-V functional and the def2-TZVPD basis.

CARTESIAN COORDINATES (ANGSTROEM)
Pt  0.997  -2.329  -2.880
C  5.194  -1.754  0.509
N  4.456  -1.327  -0.678
C  5.262  -0.835  -1.789
C  3.264  -1.917  -0.987
N  2.885  -2.167  -2.188
N  2.470  -2.220  0.099
C  1.249  -2.870  0.137
N  0.795  -3.049  1.416
N  0.652  -3.301  -0.911
H  6.123  -1.193  0.545
H  5.430  -2.822  0.484
H  4.659  -1.530  1.432
H  5.998  -0.139  -1.394
H  4.631  -0.300  -2.497
H  5.788  -1.641  -2.312
H  3.544  -1.942  -2.920
H  2.768  -1.824  0.972
H  1.051  -2.349  2.095
H  -0.173  -3.318  1.488
H  -0.277  -3.659  -0.720
C  1.884  1.599  -3.603
C  1.658  0.110  -3.527
O  2.334  -0.673  -4.283
N  0.786  -0.351  -2.679
Te  0.235  1.014  -0.141
C  -0.265  2.043  1.675
C  0.419  1.777  2.864
C  1.523  0.751  2.989
C  0.072  2.457  4.032
C  -0.942  3.398  4.053
C  -1.312  4.127  5.316
C  -1.606  3.663  2.860
C  -1.285  3.014  1.676
C  -2.049  3.381  0.432
C  -1.664  0.100  -0.410
C  -2.326  0.198  -1.641
C  -1.869  1.049  -2.794
C  -3.499  -0.532  -1.833
C  -4.039  -1.339  -0.849
C  -5.282  -2.148  -1.094
C  -3.400  -1.370  0.385
C  -2.236  -0.655  0.629
C  -1.692  -0.661  2.034
H  2.313  1.839  -4.573
H  2.578  1.911  -2.819
H  0.954  2.146  -3.458
H  1.837  0.374  2.017
H  1.187  -0.093  3.601
H  2.393  1.181  3.488
H  0.612  2.237  4.947
H  -0.727  3.771  6.163
H  -2.368  3.989  5.551
H  -1.139  5.200  5.213
H  -2.397  4.406  2.850
H  -2.684  4.247  0.616
H  -2.683  2.559  0.096
H  -1.370  3.615  -0.389
H  -1.172  1.821  -2.476
H  -2.731  1.527  -3.263
H  -1.368  0.435  -3.543
H  -3.986  -0.480  -2.800
H  -5.641  -2.009  -2.112
H  -6.077  -1.865  -0.402
H  -5.081  -3.212  -0.959
H  -3.831  -1.958  1.191
H  -2.068  -1.523  2.588
H  -1.997  0.239  2.572
H  -0.603  -0.659  2.041
S  -3.415  -2.898  -4.549
C  -1.919  -2.699  -3.988
N  -0.828  -2.566  -3.596

expectation value of S²: 0.760
frontier orbital gap (alpha / beta): 0.266 / 0.256 Ha
largest force on an atom: 0.0088 hartree/bohr
2S+1: 2
molar mass: 805.36 g mol⁻¹
net charge: 0

Löwdin population analysis, charges in e, atoms 1 to 5:
1 Pt 1.23
2 C -0.03
3 N -0.14
4 C -0.03
5 C -0.40

---

Below is C25H37AgNO4PS as an isolated structure in a non-equilibrium geometry, with properties calculated with the ωB97M-V functional and the def2-TZVPD basis.

CARTESIAN COORDINATES (ANGSTROEM)
Ag  -0.166  1.265  0.718
O  1.479  -2.149  2.870
C  0.843  -1.175  3.215
N  0.293  -0.211  2.405
S  -0.430  0.963  3.216
O  -1.832  1.046  2.856
O  0.304  2.211  3.014
C  -0.153  0.324  4.831
C  -0.487  0.829  6.072
C  -0.090  0.092  7.181
C  0.627  -1.095  7.034
C  0.966  -1.575  5.773
C  0.561  -0.852  4.670
H  -1.045  1.752  6.178
H  -0.342  0.448  8.173
H  0.926  -1.649  7.917
H  1.526  -2.492  5.634
O  -0.248  1.673  -1.414
P  0.795  1.971  -2.484
C  2.078  0.689  -2.523
C  3.220  0.903  -3.567
C  4.588  1.051  -2.900
C  4.939  -0.176  -2.049
C  3.722  -0.705  -1.256
C  2.629  0.353  -1.123
C  1.439  3.646  -2.140
C  2.605  4.206  -2.972
C  3.012  5.570  -2.412
C  3.602  5.446  -0.988
C  3.156  4.152  -0.296
C  1.699  3.832  -0.608
C  -0.135  1.787  -4.058
C  0.542  1.380  -5.378
C  1.083  2.547  -6.202
C  -0.004  3.601  -6.429
C  -0.590  4.090  -5.102
C  -1.152  2.931  -4.270
H  1.480  -0.175  -2.831
H  3.026  1.763  -4.210
H  3.254  0.037  -4.233
H  4.595  1.945  -2.272
H  5.352  1.211  -3.663
H  5.751  0.082  -1.367
H  5.324  -0.966  -2.699
H  4.026  -1.050  -0.267
H  3.293  -1.575  -1.763
H  3.036  1.245  -0.634
H  1.837  -0.019  -0.491
H  0.550  4.234  -2.385
H  2.317  4.308  -4.014
H  3.466  3.536  -2.945
H  2.124  6.212  -2.397
H  3.726  6.049  -3.080
H  3.288  6.303  -0.387
H  4.693  5.480  -1.027
H  3.289  4.232  0.784
H  3.791  3.322  -0.618
H  1.077  4.655  -0.249
H  1.383  2.972  -0.040
H  -0.695  0.914  -3.711
H  -0.236  0.891  -5.975
H  1.309  0.624  -5.212
H  1.463  2.176  -7.156
H  1.932  3.003  -5.691
H  -0.806  3.155  -7.029
H  0.390  4.441  -7.005
H  -1.379  4.824  -5.281
H  0.193  4.611  -4.544
H  -2.009  2.511  -4.807
H  -1.539  3.279  -3.310

frontier orbital gap: 0.342 Ha
largest force on an atom: 0.0229 hartree/bohr
molar mass: 586.48 g mol⁻¹
net charge: 0

Löwdin population analysis, charges in e, atoms 1 to 5:
1 Ag 0.77
2 O 0.06
3 C -0.52
4 N -0.14
5 S 0.54

---

Below is C25H37BBrKN8S2Si as an isolated structure, with properties calculated with the ωB97M-V functional and the def2-TZVPD basis.

CARTESIAN COORDINATES (ANGSTROEM)
K  -0.034  0.922  0.079
C  1.244  -2.434  -3.225
C  0.397  -1.524  -2.568
N  0.882  -1.196  -1.381
N  2.034  -1.876  -1.238
C  2.278  -2.624  -2.331
B  2.956  -1.693  -0.015
N  3.675  -0.326  -0.052
C  5.005  -0.135  0.059
C  5.252  1.220  0.026
C  3.973  1.786  -0.115
N  3.033  0.853  -0.158
N  2.187  -1.889  1.310
C  2.448  -2.816  2.251
C  1.557  -2.644  3.290
C  0.771  -1.556  2.875
N  1.158  -1.107  1.690
H  1.125  -2.877  -4.200
H  -0.537  -1.090  -2.894
H  3.166  -3.234  -2.382
H  3.815  -2.549  -0.063
H  5.664  -0.983  0.150
H  6.202  1.722  0.088
H  3.695  2.826  -0.189
H  3.249  -3.522  2.102
H  1.486  -3.213  4.202
H  -0.052  -1.077  3.383
S  -2.284  2.198  -1.648
C  -2.794  3.119  -0.274
S  -1.941  3.129  1.232
C  -3.949  3.922  -0.397
C  -4.449  4.731  0.660
N  -4.898  5.431  1.465
C  -4.718  3.997  -1.592
N  -5.403  4.104  -2.519
C  0.899  -6.173  -2.380
C  1.082  -6.501  -0.890
C  2.301  -5.687  -0.426
C  1.425  -7.994  -0.768
Si  -0.502  -6.035  0.102
Br  -0.539  -3.818  0.196
C  -0.426  -6.645  1.927
C  -1.360  -5.827  2.836
C  -0.788  -8.131  2.067
C  0.986  -6.441  2.498
C  -2.120  -6.562  -0.800
C  -2.079  -8.029  -1.253
C  -3.340  -6.380  0.115
C  -2.389  -5.682  -2.033
H  1.853  -6.341  -2.893
H  0.627  -5.127  -2.536
H  0.156  -6.806  -2.865
H  3.159  -5.965  -1.049
H  2.572  -5.877  0.611
H  2.142  -4.615  -0.540
H  2.288  -8.214  -1.408
H  0.609  -8.646  -1.087
H  1.701  -8.273  0.249
H  -2.407  -5.888  2.550
H  -1.076  -4.774  2.851
H  -1.273  -6.214  3.858
H  -1.832  -8.330  1.820
H  -0.638  -8.437  3.109
H  -0.167  -8.780  1.446
H  1.320  -5.407  2.390
H  1.726  -7.096  2.039
H  0.965  -6.674  3.570
H  -1.893  -8.722  -0.430
H  -1.323  -8.206  -2.018
H  -3.049  -8.295  -1.690
H  -3.337  -7.057  0.968
H  -4.246  -6.591  -0.465
H  -3.420  -5.356  0.485
H  -1.613  -5.753  -2.791
H  -2.490  -4.631  -1.762
H  -3.331  -6.004  -2.491

frontier orbital gap: 0.167 Ha
largest force on an atom: 0.0050 hartree/bohr
molar mass: 671.66 g mol⁻¹
net charge: -2

Löwdin population analysis, charges in e, atoms 1 to 5:
1 K 0.48
2 C -0.09
3 C -0.17
4 N -0.02
5 N -0.05

---

Below is C25H37BF6O23Si2 as an isolated structure, with properties calculated with the ωB97M-V functional and the def2-TZVPD basis.

CARTESIAN COORDINATES (ANGSTROEM)
C  -3.042  -5.023  1.506
C  -2.823  -6.286  0.642
C  -3.628  -6.156  -0.631
O  -4.767  -6.498  -0.716
O  -3.055  -5.450  -1.646
C  -1.728  -5.776  -2.098
C  -0.796  -4.572  -1.939
Si  0.559  -4.704  -0.661
C  1.644  -6.185  -0.900
O  1.434  -3.300  -0.739
Si  1.271  -2.044  0.327
B  -0.619  -1.275  0.351
O  -1.567  -1.813  1.210
O  -0.908  -0.194  -0.422
C  -2.212  0.399  -0.312
H  -3.623  -5.261  2.392
H  -3.600  -4.260  0.960
H  -2.095  -4.592  1.824
H  -3.208  -7.161  1.161
H  -1.761  -6.435  0.462
H  -1.823  -6.040  -3.145
H  -1.361  -6.668  -1.591
H  -1.419  -3.716  -1.660
H  -0.330  -4.308  -2.890
H  -0.043  -4.761  0.702
H  1.738  -6.445  -1.955
H  1.213  -7.048  -0.389
H  2.637  -6.008  -0.489
H  2.280  -1.025  -0.046
H  1.553  -2.526  1.705
H  -2.238  -2.393  0.840
H  -2.974  -0.259  -0.725
H  -2.456  0.610  0.728
H  -2.190  1.320  -0.886
C  0.744  2.253  1.468
C  2.140  2.138  2.049
O  2.333  3.428  2.612
C  1.111  3.939  2.924
O  0.939  4.887  3.616
O  0.138  3.211  2.345
F  3.079  1.925  1.104
H  0.775  2.655  0.455
H  0.182  1.325  1.471
H  2.247  1.386  2.833
C  1.684  -4.839  -6.704
C  2.873  -5.326  -5.901
O  2.272  -5.698  -4.666
C  0.977  -6.015  -4.906
O  0.265  -6.574  -4.136
O  0.613  -5.613  -6.140
F  3.787  -4.359  -5.678
H  1.506  -3.779  -6.513
H  1.753  -5.018  -7.770
H  3.380  -6.199  -6.315
C  5.358  3.505  3.879
C  6.235  2.311  4.198
O  7.448  2.646  3.564
C  7.525  4.008  3.478
O  8.504  4.611  3.207
O  6.320  4.555  3.764
F  5.747  1.161  3.669
H  4.857  3.365  2.922
H  4.629  3.743  4.648
H  6.421  2.149  5.262
C  0.362  8.086  4.462
C  1.207  8.367  5.689
O  0.794  9.674  6.051
C  -0.468  9.863  5.587
O  -1.180  10.755  5.908
O  -0.800  8.884  4.719
F  2.532  8.377  5.421
H  0.865  8.453  3.566
H  0.093  7.042  4.339
H  1.027  7.695  6.530
C  -1.921  -6.528  -9.737
C  -0.940  -7.670  -9.546
O  0.286  -7.083  -9.958
C  0.194  -5.742  -9.780
O  1.115  -4.991  -9.800
O  -1.084  -5.384  -9.546
F  -1.213  -8.730  -10.336
H  -2.307  -6.529  -10.757
H  -2.738  -6.517  -9.023
H  -0.836  -8.015  -8.516
C  -4.572  11.607  5.902
C  -4.514  10.241  5.250
O  -5.842  10.065  4.794
C  -6.392  11.296  4.597
O  -7.402  11.498  4.014
O  -5.608  12.248  5.153
F  -4.209  9.258  6.130
H  -4.879  11.513  6.945
H  -3.644  12.166  5.831
H  -3.829  10.173  4.404

frontier orbital gap: 0.371 Ha
largest force on an atom: 0.0114 hartree/bohr
molar mass: 886.52 g mol⁻¹
net charge: 0

Löwdin population analysis, charges in e, atoms 1 to 5:
1 C -0.07
2 C -0.13
3 C -0.51
4 O 0.14
5 O -0.01

---

Below is C25H37BeN3O4 as an isolated structure in a non-equilibrium geometry, with properties calculated with the ωB97M-V functional and the def2-TZVPD basis.

CARTESIAN COORDINATES (ANGSTROEM)
Be  0.244  -0.243  0.252
C  -3.027  5.450  3.322
C  -3.243  4.079  3.889
O  -2.154  3.214  3.740
H  -3.910  6.086  3.382
H  -2.616  5.524  2.315
H  -2.387  5.997  4.014
H  -4.120  3.713  3.356
H  -3.576  4.128  4.926
C  1.043  -4.617  -6.637
C  1.999  -4.399  -5.471
O  1.600  -3.543  -4.437
H  1.076  -3.722  -7.257
H  0.035  -4.800  -6.264
H  1.427  -5.406  -7.284
H  2.908  -4.057  -5.967
H  2.257  -5.363  -5.034
N  5.273  -1.959  3.154
C  5.271  -1.883  4.510
C  6.428  -2.116  5.219
C  7.583  -2.477  4.528
C  7.595  -2.609  3.152
C  6.442  -2.297  2.503
H  4.383  -1.525  5.011
H  6.449  -1.927  6.283
H  8.483  -2.734  5.066
H  8.555  -2.874  2.734
H  6.416  -2.324  1.424
N  -1.528  -5.079  3.219
C  -2.190  -5.118  4.402
C  -2.666  -6.299  4.981
C  -2.416  -7.490  4.347
C  -1.657  -7.539  3.181
C  -1.240  -6.331  2.635
H  -2.467  -4.161  4.819
H  -3.108  -6.170  5.958
H  -2.752  -8.385  4.850
H  -1.313  -8.471  2.757
H  -0.553  -6.345  1.802
N  -5.000  -1.553  -1.871
C  -6.211  -1.772  -1.238
C  -7.407  -2.146  -1.818
C  -7.470  -2.251  -3.183
C  -6.311  -2.134  -3.906
C  -5.154  -1.775  -3.253
H  -6.198  -1.545  -0.182
H  -8.281  -2.369  -1.222
H  -8.467  -2.423  -3.561
H  -6.326  -2.165  -4.986
H  -4.295  -1.569  -3.875
C  -0.677  6.418  -4.761
C  -1.731  5.467  -4.251
O  -1.404  4.385  -3.794
C  -3.204  5.878  -4.404
H  0.248  6.029  -4.334
H  -0.800  7.465  -4.482
H  -0.726  6.280  -5.841
H  -3.263  6.905  -4.043
H  -3.864  5.247  -3.808
H  -3.566  5.880  -5.432
C  4.244  6.586  0.868
C  4.756  5.119  0.494
O  3.944  4.274  0.182
C  6.249  4.825  0.588
H  4.597  6.810  1.874
H  3.159  6.682  0.822
H  4.704  7.288  0.172
H  6.544  3.836  0.238
H  6.582  4.821  1.626
H  6.785  5.571  0.000

frontier orbital gap: 0.049 Ha
largest force on an atom: 0.0831 hartree/bohr
molar mass: 452.60 g mol⁻¹
net charge: 0

Löwdin population analysis, charges in e, atoms 1 to 5:
1 Be 0.21
2 C -0.11
3 C -0.39
4 O -0.06
5 H 0.07

---

Below is C25H37F2N3O4S as an isolated structure in a non-equilibrium geometry, with properties calculated with the ωB97M-V functional and the def2-TZVPD basis.

CARTESIAN COORDINATES (ANGSTROEM)
C  0.266  2.314  -5.437
C  -0.667  1.070  -5.508
C  -2.158  1.527  -5.493
C  -2.914  1.041  -4.220
C  -2.757  2.041  -3.037
C  -4.007  2.115  -2.114
C  -4.681  0.750  -1.855
C  -3.685  -0.347  -1.362
C  -4.029  -0.879  0.057
C  -3.549  -2.336  0.294
C  -2.183  -2.649  -0.390
C  -1.396  -3.608  0.528
C  -0.028  -4.078  -0.072
C  1.081  -3.617  0.927
C  1.344  -2.111  0.629
C  1.614  -1.251  1.841
C  2.600  -1.490  2.769
C  2.847  -0.679  3.877
C  2.079  0.459  4.111
N  2.450  1.252  5.255
C  1.383  1.896  5.923
O  1.101  3.043  5.716
F  0.646  1.206  6.816
C  3.551  2.113  4.991
O  3.756  2.748  4.006
F  4.462  2.107  6.006
C  1.051  0.747  3.188
N  0.226  1.791  3.227
S  -0.817  1.647  1.962
N  -0.243  0.245  1.267
C  0.775  -0.121  2.031
H  1.314  2.049  -5.627
H  -0.059  2.992  -6.236
H  0.168  2.787  -4.454
H  -0.452  0.599  -6.478
H  -0.474  0.358  -4.700
H  -2.673  1.045  -6.341
H  -2.266  2.609  -5.643
H  -3.959  0.801  -4.441
H  -2.406  0.119  -3.902
H  -1.853  1.820  -2.457
H  -2.612  3.041  -3.477
H  -3.714  2.612  -1.178
H  -4.740  2.776  -2.607
H  -5.402  0.919  -1.037
H  -5.261  0.396  -2.714
H  -3.771  -1.190  -2.064
H  -2.665  0.046  -1.323
H  -3.528  -0.224  0.786
H  -5.116  -0.807  0.205
H  -4.304  -3.004  -0.154
H  -3.467  -2.547  1.368
H  -1.610  -1.722  -0.507
H  -2.363  -3.114  -1.370
H  -1.195  -3.033  1.445
H  -2.014  -4.469  0.825
H  0.138  -3.488  -0.985
H  -0.002  -5.157  -0.262
H  1.979  -4.230  0.766
H  0.761  -3.713  1.971
H  0.463  -1.695  0.130
H  2.192  -2.027  -0.074
H  3.241  -2.357  2.598
H  3.652  -0.914  4.569
O  6.826  3.198  1.735
C  6.213  2.123  2.175
C  7.254  0.820  2.183
O  6.646  -0.267  2.607
H  5.330  1.772  1.593
H  5.820  2.157  3.209
H  8.123  1.176  2.782
H  7.665  0.795  1.148

frontier orbital gap: 0.087 Ha
largest force on an atom: 0.0503 hartree/bohr
molar mass: 513.65 g mol⁻¹
net charge: -2

Löwdin population analysis, charges in e, atoms 1 to 5:
1 C -0.12
2 C -0.25
3 C -0.22
4 C -0.21
5 C -0.20

---

The highest largest force on an atom belongs to which entry?
C25H37BeN3O4